[1]
Entry from the OMol25 dataset: one molecule with the formula C4H3N3 (ωB97M-V/def2-TZVPD).

LUMO (eV): 0.784
Calculated total energy (Ha): -318.39190
Max |F| (eV Å⁻¹): 1.23
Charge: 0
Structure (SMILES): C#Cc1cnn[nH]1
Orbital gap (eV): 10.3055

Each line ends with the Löwdin charge.
Geometry (Å):
C  -2.13  1.28  -0.24  0.136
C  -1.07  0.72  -0.16  -0.075
C  0.12  -0.04  0.00  -0.312
C  0.29  -1.23  0.68  -0.098
N  1.59  -1.60  0.57  -0.009
N  2.24  -0.73  -0.12  -0.002
N  1.34  0.25  -0.49  0.051
H  -3.07  1.77  -0.31  0.034
H  -0.46  -1.79  1.21  0.109
H  1.50  1.09  -1.04  0.167

[2]
Entry from the OMol25 dataset: one molecule with the formula C4H3N3 (ωB97M-V/def2-TZVPD).

LUMO (eV): 0.223
Calculated total energy (Ha): -318.41394
Max |F| (eV Å⁻¹): 3.31
Charge: 0
Structure (SMILES): N#C/C=C\NC#N
Orbital gap (eV): 9.8667

Each line ends with the Löwdin charge.
Geometry (Å):
C  -0.56  -1.17  0.21  -0.094
C  0.05  -0.01  0.05  -0.136
C  -1.99  -1.29  -0.06  -0.251
C  -2.02  1.22  -0.03  -0.358
N  -3.09  -1.53  -0.16  0.175
N  -3.06  1.59  0.22  0.188
N  -0.70  1.14  -0.17  0.031
H  0.09  -1.97  0.47  0.090
H  1.22  -0.01  0.17  0.169
H  -0.25  2.02  -0.56  0.187

[3]
Entry from the OMol25 dataset: one molecule with the formula C4H3N3 (ωB97M-V/def2-TZVPD).

LUMO (eV): -0.981
Calculated total energy (Ha): -318.31859
Max |F| (eV Å⁻¹): 0.70
Charge: 0
Orbital gap (eV): 9.1437

Each line ends with the Löwdin charge.
Geometry (Å):
C  1.63  -0.18  -0.24  -0.202
C  1.72  -0.80  -1.38  0.223
C  0.18  0.05  -0.01  -0.331
C  -0.62  1.16  -0.05  -0.096
N  -1.89  0.79  0.28  -0.001
N  -1.92  -0.49  0.50  -0.008
N  -0.68  -0.95  0.33  0.041
H  2.40  0.18  0.43  0.103
H  -0.35  2.18  -0.28  0.109
H  -0.48  -1.93  0.42  0.162

[4]
Entry from the OMol25 dataset: one molecule with the formula C4H3N3O (ωB97M-V/def2-TZVPD).

LUMO (eV): -1.379
Calculated total energy (Ha): -393.57815
Max |F| (eV Å⁻¹): 5.37
Charge: 0
Structure (SMILES): O=c1cnccnn1
Orbital gap (eV): 8.2013

Each line ends with the Löwdin charge.
Geometry (Å):
C  1.30  -0.87  0.40  -0.422
C  -0.20  -1.21  0.68  0.014
C  -1.30  0.73  0.02  -0.095
C  -0.20  1.26  -0.71  -0.130
H  -0.24  -2.33  0.99  0.138
H  -2.05  1.61  0.11  0.134
H  -0.55  2.16  -1.03  0.054
N  -1.40  -0.56  0.59  0.067
N  0.85  0.67  -1.29  0.034
N  1.55  -0.24  -0.84  0.105
O  2.25  -1.23  1.07  0.100

[5]
Entry from the OMol25 dataset: one molecule with the formula C4H3N3O (ωB97M-V/def2-TZVPD).

LUMO (eV): -0.959
Calculated total energy (Ha): -393.50331
Max |F| (eV Å⁻¹): 6.57
Charge: 0
Structure (SMILES): C1=NN=C2C=NO[C@H]12
Orbital gap (eV): 8.9601

Each line ends with the Löwdin charge.
Geometry (Å):
C  1.22  1.14  -0.01  -0.008
C  -0.17  0.76  0.37  -0.320
C  -1.34  -0.89  -0.15  -0.081
C  -0.01  -0.59  0.41  -0.364
H  1.83  1.97  -0.25  0.099
H  -1.32  -1.93  -0.78  0.176
H  -0.01  -0.96  1.42  0.188
N  1.98  0.13  -0.48  0.134
N  -1.23  1.27  -0.08  0.139
N  -2.16  0.13  -0.36  0.107
O  1.22  -1.02  -0.08  -0.070

[6]
Entry from the OMol25 dataset: C4H3N3O as an isolated structure (ωB97M-V/def2-TZVPD).

LUMO (eV): -0.473
Calculated total energy (Ha): -393.55304
Max |F| (eV Å⁻¹): 7.13
Charge: 0
Orbital gap (eV): 9.1867

Each line ends with the Löwdin charge.
Geometry (Å):
C  -1.90  0.55  0.17  -0.040
C  -0.39  -0.61  -0.14  -0.421
C  1.77  -0.55  0.14  -0.212
C  -0.49  0.72  -0.03  -0.238
H  -2.83  1.06  -0.43  0.176
H  -2.32  0.37  1.39  0.218
H  2.65  -1.08  -0.10  0.098
N  0.70  -1.39  0.03  0.192
N  1.76  0.74  0.07  0.020
N  0.62  1.46  -0.17  0.127
O  -1.62  -0.83  -0.15  0.081

[7]
Entry from the OMol25 dataset: C4H3N3O as an isolated structure (ωB97M-V/def2-TZVPD).

LUMO (eV): -2.272
Calculated total energy (Ha): -393.58790
Max |F| (eV Å⁻¹): 6.38
Charge: 0
Orbital gap (eV): 8.1954

Each line ends with the Löwdin charge.
Geometry (Å):
C  2.23  -0.29  0.03  -0.220
C  -0.06  -0.52  0.12  -0.310
C  -0.51  0.92  0.18  -0.142
C  -2.28  -0.18  -0.09  -0.067
H  3.40  -0.88  0.44  0.202
H  0.12  1.78  -0.04  0.113
H  -3.39  -0.50  0.11  0.146
N  1.04  -1.14  0.06  0.146
N  -1.71  1.19  0.06  0.102
N  -1.31  -1.15  -0.17  0.084
O  2.18  0.97  -0.20  -0.053

[8]
Entry from the OMol25 dataset: one molecule with the formula C4H3N3O (ωB97M-V/def2-TZVPD).

LUMO (eV): -1.691
Calculated total energy (Ha): -393.58183
Max |F| (eV Å⁻¹): 5.30
Charge: 0
Structure (SMILES): C=N/N=C(\C#N)C=O
Orbital gap (eV): 8.8223

Each line ends with the Löwdin charge.
Geometry (Å):
C  2.53  -0.07  -0.08  -0.023
C  -0.96  0.08  -0.03  -0.240
C  -1.94  -1.01  0.02  -0.207
C  -1.28  1.62  -0.05  -0.095
H  2.65  -1.16  -0.03  0.066
H  3.56  0.54  -0.30  0.129
H  -1.21  -1.98  0.32  0.176
N  1.40  0.52  0.05  -0.037
N  0.24  -0.35  0.14  0.039
N  -1.80  2.69  0.05  0.143
O  -3.18  -0.89  -0.09  0.049

[9]
Entry from the OMol25 dataset: one molecule with the formula C4H3N3O (ωB97M-V/def2-TZVPD).

LUMO (spin up / spin down) (eV): -0.025 / -0.274
Calculated total energy (Ha): -393.52617
Max |F| (eV Å⁻¹): 3.31
Charge: 0
Orbital gap (spin up / spin down) (eV): 7.7286 / 6.9774

Each line ends with the Löwdin charge.
Geometry (Å):
C  -0.54  2.15  -0.76  -0.076
C  0.00  0.77  -0.87  -0.150
C  -1.44  2.45  0.21  -0.131
C  2.23  1.10  -0.51  -0.136
N  3.40  1.00  -0.08  -0.181
N  4.41  1.32  0.38  0.126
N  1.22  0.29  -0.86  -0.006
O  -2.15  2.57  1.14  0.169
H  -0.17  2.96  -1.32  0.091
H  -0.77  0.02  -1.03  0.110
H  1.30  -0.74  -1.01  0.184

[10]
Entry from the OMol25 dataset: one molecule with the formula C4H3N3O2 (ωB97M-V/def2-TZVPD).

LUMO (eV): -0.922
Calculated total energy (Ha): -468.93740
Max |F| (eV Å⁻¹): 2.74
Charge: 0
Structure (SMILES): O=c1ncncc(O)n1
Orbital gap (eV): 9.1160

Each line ends with the Löwdin charge.
Geometry (Å):
C  1.00  -0.56  0.02  -0.355
C  0.96  0.83  0.61  -0.032
C  -1.14  1.32  -0.43  -0.160
C  -1.32  -0.98  0.08  -0.552
H  2.08  -1.89  -0.66  0.133
H  1.85  1.15  1.15  0.118
H  -1.66  2.24  -0.77  0.120
N  0.00  1.65  0.42  0.111
N  -1.82  0.24  -0.53  0.165
N  -0.04  -1.26  -0.29  0.210
O  2.18  -1.03  -0.25  0.129
O  -2.08  -1.72  0.65  0.113

[11]
Entry from the OMol25 dataset: one molecule with the formula C4H3N3S (ωB97M-V/def2-TZVPD).

LUMO (eV): -1.105
Calculated total energy (Ha): -716.54756
Max |F| (eV Å⁻¹): 5.69
Charge: 0
Structure (SMILES): S=c1ncccnn1
Orbital gap (eV): 7.9371

Each line ends with the Löwdin charge.
Geometry (Å):
C  -1.50  -0.21  -0.25  -0.948
C  0.16  1.30  -0.39  -0.103
C  1.01  0.47  0.64  0.030
C  0.97  -0.89  0.45  -0.118
H  0.61  2.20  -0.90  0.130
H  1.60  1.04  1.26  0.065
H  1.73  -1.51  0.85  0.088
N  -0.95  0.91  -0.83  0.048
N  0.26  -1.71  -0.43  0.037
N  -0.88  -1.40  -0.75  0.048
S  -3.01  -0.20  0.35  0.722

[12]
Entry from the OMol25 dataset: a 2-piece molecular cluster, C4H3N4O4 overall (ωB97M-V/def2-TZVPD).

LUMO (eV): -5.620
Calculated total energy (Ha): -673.75370
Max |F| (eV Å⁻¹): 3.96
Charge: +1
Orbital gap (eV): 8.5667

Each line ends with the Löwdin charge.
Geometry (Å):
C  1.05  -1.86  0.02  -0.295
C  2.79  1.40  0.08  -0.156
C  -0.38  -1.98  0.10  -0.362
C  -1.89  1.47  -0.09  -0.117
N  1.55  1.36  0.28  0.152
N  0.42  -3.07  -0.07  0.322
N  -0.66  1.54  -0.06  0.179
N  0.48  1.46  -0.42  0.121
O  2.11  -1.28  -0.17  0.099
O  3.92  1.33  0.28  0.314
O  -1.53  -1.72  0.08  0.144
O  -2.66  2.52  0.13  0.167
H  -2.28  0.52  -0.23  0.127
H  0.56  -3.97  -0.45  0.167
H  -3.48  2.27  0.54  0.136

[13]
Entry from the OMol25 dataset: one molecule with the formula C4H3NO (ωB97M-V/def2-TZVPD).

LUMO (eV): 0.221
Calculated total energy (Ha): -284.06580
Max |F| (eV Å⁻¹): 3.30
Charge: 0
Structure (SMILES): C#C[C@H](O)C#N
Orbital gap (eV): 10.8252

Each line ends with the Löwdin charge.
Geometry (Å):
O  -1.57  0.60  -0.67  -0.064
C  -0.41  -0.44  -0.26  -0.217
C  1.04  -0.18  -0.30  -0.061
C  2.22  0.06  -0.35  0.147
C  -1.03  -0.31  1.02  -0.282
N  -1.48  -0.16  2.07  0.171
H  -1.42  1.51  -0.32  0.103
H  -0.63  -1.38  -0.80  0.158
H  3.27  0.32  -0.39  0.045

[14]
Entry from the OMol25 dataset: one molecule with the formula C4H3NO (ωB97M-V/def2-TZVPD).

LUMO (eV): 0.434
Calculated total energy (Ha): -284.10799
Max |F| (eV Å⁻¹): 3.17
Charge: 0
Structure (SMILES): C#C[C@H](O)C#N
Orbital gap (eV): 11.4984

Each line ends with the Löwdin charge.
Geometry (Å):
C  -0.37  -0.45  -0.11  -0.391
C  0.87  0.23  0.08  -0.084
C  1.88  0.82  0.39  0.167
C  -1.48  -0.20  0.83  -0.155
H  -0.36  0.32  -1.83  0.068
H  -0.16  -1.56  0.08  0.176
H  2.84  1.28  0.44  0.039
N  -2.35  -0.08  1.56  0.169
O  -0.88  -0.36  -1.44  0.011

[15]
Entry from the OMol25 dataset: one molecule with the formula C4H3NO (ωB97M-V/def2-TZVPD).

LUMO (eV): -0.512
Calculated total energy (Ha): -284.03595
Max |F| (eV Å⁻¹): 1.12
Charge: 0
Orbital gap (eV): 10.6467

Each line ends with the Löwdin charge.
Geometry (Å):
O  -0.64  1.40  -0.11  -0.001
C  -0.24  0.08  -0.30  -0.425
C  1.43  -0.16  0.95  0.193
C  1.35  -0.15  -0.33  -0.125
C  -1.02  -0.88  0.50  -0.191
N  -1.73  -1.59  1.08  0.173
H  -0.56  1.64  0.83  0.116
H  -0.46  -0.15  -1.35  0.156
H  1.87  -0.21  -1.27  0.104

[16]
Entry from the OMol25 dataset: a 2-piece molecular cluster, C4H3NO overall (ωB97M-V/def2-TZVPD).

LUMO (eV): -0.990
Calculated total energy (Ha): -284.02826
Max |F| (eV Å⁻¹): 1.07
Charge: 0
Orbital gap (eV): 8.8026

Each line ends with the Löwdin charge.
Geometry (Å):
O  -0.95  1.67  -0.72  0.042
C  -0.36  0.52  -0.49  -0.121
C  1.06  0.61  -0.41  -0.134
C  2.26  0.53  -0.28  0.156
C  -1.67  -2.07  0.93  -0.104
N  -2.01  -2.90  1.65  0.028
H  -0.33  2.42  -0.79  0.122
H  -1.33  -1.26  0.29  -0.031
H  3.33  0.47  -0.18  0.043

[17]
Entry from the OMol25 dataset: C4H3NO as an isolated structure (ωB97M-V/def2-TZVPD).

LUMO (eV): -1.017
Calculated total energy (Ha): -283.88283
Max |F| (eV Å⁻¹): 4.59
Charge: 0
Orbital gap (eV): 7.1999

Each line ends with the Löwdin charge.
Geometry (Å):
C  -0.01  -0.26  0.46  -0.051
C  -0.95  0.32  -0.07  -0.258
C  -0.86  1.34  -1.82  0.258
C  1.22  -0.82  0.79  -0.100
N  -2.19  0.66  -0.47  -0.015
O  -2.11  1.37  -1.63  -0.082
H  1.47  -1.76  0.46  0.051
H  2.01  0.00  0.48  0.146
H  1.43  -0.84  1.81  0.052

[18]
Entry from the OMol25 dataset: one molecule with the formula C4H3NO2 (ωB97M-V/def2-TZVPD).

LUMO (eV): -0.576
Calculated total energy (Ha): -359.45080
Max |F| (eV Å⁻¹): 0.66
Charge: 0
Structure (SMILES): [H]/N=C1/C=CC(=O)O1
Orbital gap (eV): 10.2130

Each line ends with the Löwdin charge.
Geometry (Å):
N  -1.24  0.60  -1.74  0.194
C  -0.60  0.33  -0.69  -0.419
C  0.88  0.26  -0.56  0.034
C  1.16  -0.15  0.67  0.048
C  -0.13  -0.50  1.32  -0.443
O  -0.32  -1.19  2.28  0.157
O  -1.15  -0.02  0.52  0.103
H  -2.25  0.55  -1.58  0.076
H  1.54  0.47  -1.39  0.124
H  2.11  -0.34  1.15  0.126

[19]
Entry from the OMol25 dataset: one molecule with the formula C4H3NO2 (ωB97M-V/def2-TZVPD).

LUMO (eV): 0.450
Calculated total energy (Ha): -359.36700
Max |F| (eV Å⁻¹): 0.92
Charge: 0
Structure (SMILES): O=C=C1N=CCO1
Orbital gap (eV): 8.9143

Each line ends with the Löwdin charge.
Geometry (Å):
O  3.23  0.18  0.13  0.194
C  2.10  -0.08  0.26  -0.055
C  0.84  -0.39  0.56  -0.338
N  0.10  -1.36  -0.16  0.124
C  -1.00  -0.78  -0.43  -0.104
C  -0.99  0.67  0.02  -0.149
O  0.02  0.63  1.03  -0.045
H  -0.62  1.28  -0.82  0.133
H  -1.78  -1.25  -1.02  0.116
H  -1.90  1.09  0.43  0.125

[20]
Entry from the OMol25 dataset: one molecule with the formula C4H3NO2 (ωB97M-V/def2-TZVPD).

LUMO (eV): 0.243
Calculated total energy (Ha): -359.37159
Max |F| (eV Å⁻¹): 3.79
Charge: 0
Structure (SMILES): C#CC(=O)NC=O
Orbital gap (eV): 10.4610

Each line ends with the Löwdin charge.
Geometry (Å):
C  -0.42  1.74  -1.20  -0.256
C  -0.09  -0.58  -0.30  -0.499
C  0.31  -1.22  0.98  -0.012
C  0.63  -2.07  1.82  0.156
H  -0.54  2.89  -0.87  0.169
H  0.54  1.11  0.57  0.103
H  0.82  -2.71  2.62  0.020
N  0.02  0.78  -0.19  0.105
O  -0.60  1.27  -2.27  0.090
O  -0.66  -1.20  -1.17  0.124